# C22H68BFN2O13S

11 unconnected molecules or ions with the total composition C22H68BFN2O13S (the ωB97M-V functional and the def2-TZVPD basis, the OMol25 dataset).

Last column: Löwdin charge in e.
Element x y z (Å)
1 C 2.531 4.556 0.009  -0.0543
2 N 2.735 5.615 -0.998  -0.0678
3 C 3.839 5.304 -1.920  -0.0706
4 B 2.778 6.928 -0.449  -0.7190
5 O 1.579 7.522 -0.118  0.1684
6 N 4.011 7.764 -0.250  0.0404
7 S 5.122 7.060 0.726  0.5463
8 O 4.509 6.334 1.774  -0.2398
9 O 6.106 6.393 0.004  -0.2132
10 F 5.808 8.298 1.358  -0.1156
11 H 2.028 3.724 -0.483  0.0631
12 H 1.834 4.935 0.757  0.0897
13 H 3.452 4.234 0.497  0.0831
14 H 3.482 4.647 -2.712  0.0841
15 H 4.685 4.815 -1.433  0.0795
16 H 4.185 6.225 -2.384  0.0839
17 H 1.616 7.946 0.753  0.1099
18 H 3.736 8.627 0.219  0.1108
19 C 0.482 0.221 -1.828  -0.0934
20 C 1.133 1.340 -2.617  -0.2968
21 O 2.129 2.006 -1.836  -0.1036
22 H 0.027 0.611 -0.923  0.0520
23 H -0.287 -0.277 -2.421  0.0798
24 H 1.227 -0.521 -1.525  0.0711
25 H 0.394 2.088 -2.901  0.1116
26 H 1.598 0.952 -3.529  0.1070
27 H 2.793 1.351 -1.590  0.0865
28 C -3.881 1.180 -1.666  -0.0713
29 C -3.307 0.543 -0.416  -0.2959
30 O -2.007 1.080 -0.127  -0.1115
31 H -3.222 1.009 -2.520  0.0675
32 H -4.866 0.773 -1.896  0.0690
33 H -3.971 2.263 -1.540  0.0750
34 H -3.198 -0.528 -0.553  0.0870
35 H -3.953 0.719 0.449  0.0885
36 H -2.111 2.029 0.007  0.0866
37 C -0.587 -2.866 0.115  -0.0793
38 C -1.120 -2.616 1.511  -0.3029
39 O -0.933 -1.258 1.901  -0.0963
40 H 0.476 -2.624 0.064  0.0759
41 H -0.724 -3.909 -0.173  0.0521
42 H -1.097 -2.229 -0.614  0.0639
43 H -0.597 -3.236 2.237  0.1129
44 H -2.190 -2.854 1.559  0.0983
45 H -1.405 -0.705 1.265  0.0386
46 C -0.015 -7.668 -1.555  -0.0878
47 C 0.732 -6.778 -0.580  -0.3088
48 O -0.160 -6.235 0.397  -0.0991
49 H -0.803 -7.105 -2.058  0.0736
50 H 0.660 -8.077 -2.308  0.0720
51 H -0.496 -8.498 -1.030  0.0716
52 H 1.192 -5.942 -1.103  0.1160
53 H 1.518 -7.341 -0.073  0.0880
54 H -0.561 -6.972 0.869  0.0802
55 C 6.736 3.221 2.847  -0.0876
56 C 6.236 3.494 4.252  -0.3212
57 O 6.376 4.873 4.585  -0.0860
58 H 7.783 3.510 2.749  0.0773
59 H 6.638 2.165 2.590  0.0728
60 H 6.168 3.811 2.123  0.0580
61 H 6.810 2.925 4.983  0.1087
62 H 5.182 3.211 4.347  0.1076
63 H 5.858 5.379 3.946  0.0602
64 C -5.761 -4.101 -1.763  -0.0891
65 C -4.664 -3.333 -1.049  -0.3136
66 O -4.768 -1.933 -1.297  -0.0964
67 H -5.712 -3.922 -2.837  0.0759
68 H -5.671 -5.173 -1.581  0.0739
69 H -6.746 -3.772 -1.424  0.0735
70 H -3.683 -3.649 -1.403  0.1117
71 H -4.714 -3.509 0.032  0.1008
72 H -5.628 -1.640 -0.975  0.0912
73 C -5.148 -1.146 4.052  -0.0792
74 C -4.623 -0.920 2.646  -0.3106
75 O -5.250 0.204 2.034  -0.1027
76 H -6.227 -1.302 4.034  0.0751
77 H -4.674 -2.014 4.513  0.0752
78 H -4.957 -0.271 4.678  0.0726
79 H -4.831 -1.786 2.016  0.1030
80 H -3.539 -0.760 2.664  0.0926
81 H -5.057 0.979 2.579  0.0746
82 C -4.248 3.066 -5.878  -0.0930
83 C -2.813 2.574 -5.938  -0.3225
84 O -2.693 1.270 -5.377  -0.0920
85 H -4.600 3.083 -4.847  0.0709
86 H -4.337 4.070 -6.298  0.0729
87 H -4.909 2.397 -6.435  0.0717
88 H -2.160 3.231 -5.366  0.1096
89 H -2.457 2.552 -6.974  0.1065
90 H -3.259 0.678 -5.884  0.0797
91 C -1.305 1.954 4.608  -0.0808
92 C -1.753 1.884 3.161  -0.3088
93 O -2.999 2.570 2.979  -0.0914
94 H -2.059 1.513 5.262  0.0734
95 H -0.363 1.424 4.751  0.0781
96 H -1.173 2.993 4.923  0.0720
97 H -1.902 0.851 2.857  0.0791
98 H -1.002 2.330 2.502  0.1116
99 H -2.869 3.489 3.237  0.0807
100 C 5.696 -8.911 0.347  -0.0939
101 C 4.410 -8.109 0.269  -0.3286
102 O 3.776 -8.272 -0.998  -0.0955
103 H 6.383 -8.603 -0.442  0.0761
104 H 6.185 -8.775 1.312  0.0741
105 H 5.497 -9.976 0.205  0.0721
106 H 4.614 -7.047 0.391  0.1137
107 H 3.716 -8.420 1.058  0.1060
108 H 3.581 -9.210 -1.109  0.0828

Atomic forces in eV per Å
C -1.4246 0.0471 -0.5409
N 1.9137 0.4552 0.3920
C -0.3425 -0.2309 -0.2155
B -0.8222 -0.2887 -0.4456
O 0.1835 -0.0613 0.9628
N -0.0255 0.3880 0.9779
S -0.4748 -0.5776 -0.0863
O -0.7008 0.0935 1.0906
O 1.4752 -0.5979 -1.4169
F -0.2779 0.6265 0.0255
H 0.3012 -0.1710 0.1806
H 0.1037 -0.0125 0.1757
H 0.1238 0.0660 -0.0882
H -0.0494 -0.0860 0.0007
H 0.0141 0.0301 0.0875
H 0.1185 0.0083 -0.0765
H -0.1932 0.2192 -0.4245
H 0.1296 0.1707 -0.3894
C 0.1898 -0.0186 0.0184
C 0.1888 -0.3520 0.1122
O -0.0317 0.0296 -0.1643
H -0.0923 -0.0038 -0.0392
H -0.0091 -0.0100 0.0255
H 0.0104 -0.0449 -0.1442
H 0.0810 0.0956 0.0354
H -0.1206 0.0433 -0.0826
H -0.0709 0.0440 0.0079
C 0.1451 -0.0368 -0.0979
C -0.0614 0.5875 0.1117
O 0.0816 -0.0915 0.1220
H -0.0607 -0.0611 -0.0298
H -0.0052 0.0244 -0.0094
H -0.0940 -0.0157 0.0649
H 0.1643 0.0040 0.0149
H 0.0093 -0.1494 -0.2628
H 0.0064 -0.0835 0.0944
C -0.0168 -0.0130 -0.1222
C -0.1024 0.2655 -0.2438
O -0.0467 -0.0882 0.1761
H 0.0116 -0.0381 0.0531
H 0.0132 -0.0035 0.0221
H -0.0534 -0.0108 0.0292
H -0.0089 0.0630 0.0615
H 0.0298 -0.1619 0.0149
H 0.1383 0.1922 -0.1221
C -0.0117 0.0339 -0.0518
C -0.2705 -0.3252 0.1935
O 0.0155 0.1323 -0.0250
H 0.0453 0.0320 -0.0307
H -0.0043 -0.0211 0.0122
H 0.0772 -0.0468 -0.0058
H -0.0290 0.0899 0.1171
H 0.1182 0.0372 -0.1407
H 0.0328 0.0659 -0.0334
C 0.0229 -0.0180 -0.0548
C -0.1546 0.2581 -0.2651
O 0.0411 -0.0094 0.1001
H 0.0129 -0.0362 0.0532
H -0.0181 0.0123 -0.0194
H -0.0439 -0.0623 -0.0173
H 0.0034 0.1024 0.0783
H 0.0426 -0.1645 0.0124
H 0.0361 -0.0353 0.0279
C 0.0147 0.0031 -0.0524
C -0.3516 0.1241 0.0533
O -0.0378 -0.2347 -0.1008
H 0.0594 -0.0292 -0.0006
H -0.0307 0.0028 0.0079
H 0.0059 -0.0609 0.0715
H 0.0453 0.1149 0.0184
H 0.0861 -0.1396 -0.0138
H 0.0880 0.0287 0.0050
C -0.0635 -0.0379 -0.0038
C 0.0520 0.3568 0.2010
O -0.3072 -0.1216 0.1960
H 0.0097 -0.0509 -0.0288
H 0.0131 0.0235 0.0231
H 0.0914 -0.0281 0.0093
H -0.0165 0.0652 -0.0930
H 0.0275 -0.1860 0.0002
H 0.0982 -0.0141 -0.0927
C -0.0045 0.0199 0.0683
C -0.2747 -0.2337 -0.1478
O 0.1117 0.0403 0.0807
H 0.0458 0.0400 0.0131
H -0.0257 -0.0142 -0.0181
H 0.0195 0.0476 -0.0779
H 0.0620 -0.0962 0.0425
H 0.0375 0.1607 0.0058
H 0.0485 0.0244 0.0718
C -0.0569 0.0010 0.0238
C 0.0047 0.3407 0.2038
O -0.1032 -0.1796 -0.1252
H 0.0200 -0.0683 -0.0256
H 0.0030 0.0131 0.0011
H 0.0919 -0.0054 -0.0269
H -0.0752 0.0361 -0.0655
H 0.0738 -0.1369 -0.0088
H -0.0374 -0.0757 -0.0017
C 0.0321 0.0297 -0.0411
C -0.0178 -0.3670 -0.0843
O -0.0049 0.0942 -0.0169
H 0.0030 0.0595 0.0285
H -0.0007 -0.0330 0.0006
H -0.0167 -0.0079 0.0939
H -0.0892 0.0283 -0.0849
H 0.0742 0.0990 0.1097
H 0.0312 0.0767 -0.0246

The calculation puts the energy above the lowest of the compared OMol25 structures with the same formula, charge and spin at 0.00 kcal/mol. Its maximum force is 2.131 eV/Å. As for the LUMO energy: 0.18 eV. The structure (SMILES) is CN(C)B(O)NS(=O)(=O)F.CCO.CCO.CCO.CCO.CCO.CCO.CCO.CCO.CCO.CCO. The electronic energy is -67743.33216 eV. As for the HOMO-LUMO gap: 9.22 eV. Its spin multiplicity is 1.